Density functional theory data (ωB97M-V with the def2-TZVPD basis set) for C11H17BCuN6O as an isolated structure.

Structure (ORCA input):
```
! RIJCOSX wB97M-V def2-TZVPD def2/J DEFGRID3
* xyz 0 2
H 4.060 -2.569 -1.335
H 0.569 5.076 0.040
C 0.529 3.995 -0.084
C 0.000 0.000 4.551
H -3.458 -1.108 -1.410
C -1.298 0.162 -3.532
N -1.498 -0.336 -1.351
H -0.784 0.530 -4.420
N -0.681 0.174 -2.312
C 0.774 3.262 -1.246
H 0.000 1.046 4.921
N 0.287 1.804 0.337
H 2.915 -0.742 -3.089
C -2.570 -0.373 -3.362
C -2.636 -0.666 -1.978
H -1.132 -3.351 2.515
H 0.906 -0.523 4.921
B 0.709 0.755 -2.005
Cu 0.000 0.000 1.131
H -0.027 3.138 1.945
H -2.442 -3.199 3.705
H -0.906 -0.523 4.920
H -2.241 -1.735 2.662
H -3.330 -0.538 -4.126
C -2.169 -2.838 2.704
C 3.226 -1.891 -1.160
C 2.480 -1.727 0.023
O 0.000 0.000 3.131
N 1.534 -0.786 -0.158
N 0.623 1.941 -0.975
H 2.582 -2.222 0.989
C 0.225 3.033 0.891
H -2.798 -3.272 1.913
C 2.668 -0.979 -2.055
H 1.039 3.580 -2.253
N 1.654 -0.329 -1.428
H 1.192 1.213 -3.019
*
```

Its expectation value of S² is 0.760. The calculation puts the HOMO-LUMO gap (spin up / spin down) at 9.67 / 7.20 eV.

Density functional theory data (ωB97M-V with the def2-TZVPD basis set) for CH2O2S2 as an isolated structure.

Structure (ORCA input):
```
! RIJCOSX wB97M-V def2-TZVPD def2/J DEFGRID3
* xyz 0 1
H -0.728 -1.701 0.636
O -1.206 -2.496 0.669
S -2.151 -1.688 -0.510
C -1.507 0.046 -0.329
O -2.267 2.456 -0.233
S -2.457 1.164 0.432
H -1.217 0.508 -1.314
*
```

The calculation puts the HOMO-LUMO gap (spin up / spin down) at 7.28 / 7.28 eV.

Density functional theory data (ωB97M-V with the def2-TZVPD basis set) for C24H64CuF2NO28S10 as an isolated structure.

Structure (ORCA input):
```
! RIJCOSX wB97M-V def2-TZVPD def2/J DEFGRID3
* xyz 0 3
O 0.119 0.228 0.093
O 6.710 -1.034 -1.002
H -6.075 1.150 2.919
H 6.312 1.651 -2.113
H 4.055 -1.851 -2.250
O -1.316 3.526 -0.197
Cu -2.547 -1.734 -2.802
H 4.503 0.954 3.575
H -0.088 -0.692 3.381
S -0.514 -0.620 -5.579
H -0.369 1.844 5.074
H 8.252 1.304 -0.622
C 1.968 -1.051 -4.690
H 5.356 -6.580 -3.356
H -3.481 2.189 4.505
H 0.449 4.930 -2.017
F 0.750 -1.083 -1.814
H -4.941 0.527 1.602
C -1.852 4.790 0.237
H -0.563 1.403 -7.003
O -0.195 0.400 7.844
F -3.396 -2.137 -0.098
C -0.110 0.786 5.084
H 4.651 -0.250 -2.640
O -1.755 -1.867 1.655
S 3.114 2.807 3.793
C 3.356 -0.956 -5.440
H -2.573 3.515 3.794
C -0.157 0.381 3.563
H 3.165 3.034 -0.424
H 2.123 -0.687 -3.674
C 4.195 -0.846 -1.850
O -1.285 -0.881 -4.338
H -2.281 0.927 -6.562
H 2.789 0.396 3.093
C 4.450 -6.048 -3.067
O -2.862 3.306 -2.066
H 0.803 3.192 8.177
H 1.869 2.985 6.758
H -5.188 -6.271 0.231
H 3.991 -5.099 -5.064
H 5.802 2.782 -1.052
H 1.819 -4.400 -1.140
C -0.821 5.464 1.073
S 1.106 0.923 7.308
O -5.134 -5.507 -2.500
H -7.570 -2.713 -2.251
H -1.207 1.585 -5.373
N -1.466 -1.505 -1.068
O 1.128 0.618 5.717
C 7.532 2.097 -0.419
C -3.507 3.258 4.295
C 2.143 3.240 -0.106
H -0.063 3.075 6.654
H -2.276 5.545 -0.426
O -5.814 -4.295 -0.428
H 3.271 -0.282 -1.724
C 2.652 -4.397 -0.437
O -6.799 3.466 1.543
H 0.597 0.894 2.967
H -0.356 4.411 -3.543
C 0.869 2.815 7.156
S -5.664 2.653 1.185
C -6.025 -5.574 0.172
C -0.475 4.575 -2.472
H 1.638 -2.088 -4.629
H 1.944 1.517 1.383
H -6.700 0.633 1.337
H 5.144 -4.242 -4.145
C -5.849 1.074 1.855
H -5.616 3.169 3.937
S -0.079 -1.142 -0.414
H 7.412 2.255 0.653
H -1.088 5.473 -2.394
H -0.512 4.612 1.679
C -1.232 0.960 -6.266
H -7.603 -7.136 0.131
C -7.306 -6.209 -0.361
H -3.481 3.730 5.278
H -0.991 0.425 5.617
S 5.407 -0.625 -0.488
O -4.416 3.069 2.248
C 2.011 2.604 1.370
H 3.124 -1.145 -6.489
H -7.250 -6.503 -1.409
C 3.436 0.925 3.793
O 4.070 -6.301 0.733
O -0.230 -1.649 -6.607
O -4.444 -3.163 -2.218
O 2.301 -6.887 -1.065
H 0.033 5.941 0.593
H -1.151 0.710 3.258
H 3.423 -3.638 -0.564
H 1.034 2.838 1.794
O -5.090 2.466 -0.208
H 3.346 0.619 4.836
H -8.122 -5.503 -0.208
C -7.144 -3.602 -2.715
O 2.406 0.478 7.864
O -2.902 0.108 0.627
S 3.395 -6.090 -0.500
C 4.264 -4.874 -4.033
H 8.012 2.975 -0.849
H -6.051 -5.354 1.239
H 3.708 0.076 -5.465
H 2.299 -4.406 0.594
O 1.786 3.247 4.276
H 3.469 -4.230 -3.658
H -7.827 -4.423 -2.499
H -7.060 -3.319 -3.764
O 4.569 -5.737 -1.678
S -2.254 -1.196 0.450
H -1.150 6.245 1.758
O 0.971 -0.051 -5.059
H -4.816 4.738 3.561
H 1.696 4.217 -0.287
O 0.591 -2.286 0.240
O 3.078 3.004 2.166
H -2.774 4.437 0.699
H 1.632 2.654 -0.870
H 3.556 -6.657 -3.206
O 4.692 -1.336 0.577
S -5.452 -4.172 -2.025
O 5.262 1.045 -0.285
O 4.312 3.473 4.373
C -4.752 3.653 3.481
C 6.220 1.775 -1.034
O -0.768 1.963 -2.005
H 4.146 -1.594 -5.045
S -1.447 3.183 -1.799
*
```

Its expectation value of S² is 2.002. The calculation puts the HOMO-LUMO gap (spin up / spin down) at 6.79 / 7.06 eV.

Density functional theory data (ωB97M-V with the def2-TZVPD basis set) for an isolated ion of composition C13H13BBrClNO5S and charge -1.

Structure (ORCA input):
```
! RIJCOSX wB97M-V def2-TZVPD def2/J DEFGRID3
* xyz -1 1
H -3.863 2.511 -4.132
C 1.419 2.748 1.025
C -0.934 -2.077 -1.393
N 1.582 2.357 -0.430
Br 3.539 -3.681 0.474
O -3.272 1.693 -4.040
H 0.511 -1.741 3.491
B -2.857 1.696 -2.603
C 0.517 -1.593 -0.778
S 1.166 -3.730 1.181
H -1.141 -2.540 1.348
H 2.079 -3.242 -1.080
O -3.435 2.648 -1.599
H -1.167 -3.243 -1.374
H -3.224 2.221 -0.699
C 0.806 0.043 -0.826
C -0.320 -2.566 3.473
H 2.599 -1.894 0.134
C -0.294 1.092 -1.446
H 0.302 2.703 1.401
C -2.078 -1.009 -1.985
C 0.398 2.576 -1.353
H 2.028 1.989 1.713
O 3.378 4.264 1.677
C 2.051 4.257 1.372
C -0.451 -3.242 1.980
C 1.691 -2.562 -0.179
H -0.169 -3.420 4.278
O -0.017 3.667 -2.009
H -3.078 -1.471 -2.376
O 3.367 0.597 -0.060
Cl 0.969 5.769 1.349
C -1.752 0.605 -2.015
H -1.071 -4.250 2.135
H -1.388 -2.095 3.717
C 2.110 0.922 -0.371
*
```

The calculation puts the HOMO-LUMO gap at 4.51 eV.

Density functional theory data (ωB97M-V with the def2-TZVPD basis set) for a single HNP2 molecule.

Structure (ORCA input):
```
! RIJCOSX wB97M-V def2-TZVPD def2/J DEFGRID3
* xyz 0 1
H -1.304 0.454 0.229
N 0.686 -0.394 -0.839
P -0.508 -0.762 0.444
P 1.125 0.702 0.166
*
```

The calculation puts the HOMO-LUMO gap at 7.96 eV.

Density functional theory data (ωB97M-V with the def2-TZVPD basis set) for a 2-piece molecular cluster, C5H8O overall.

Structure (ORCA input):
```
! RIJCOSX wB97M-V def2-TZVPD def2/J DEFGRID3
* xyz 0 1
O -1.520 1.179 1.612
C -0.854 -1.334 -0.945
C 2.420 0.472 -0.181
C -2.234 0.472 0.936
H -2.626 0.804 -0.040
H -2.549 -0.535 1.262
H 2.948 0.331 0.771
C 0.119 -0.565 -0.519
H 2.618 1.501 -0.504
H -1.466 -1.063 -1.803
H 2.824 -0.221 -0.921
H 0.476 0.948 0.753
H -1.102 -2.269 -0.448
C 0.947 0.281 0.027
*
```

The calculation puts the HOMO-LUMO gap at 10.47 eV.

Density functional theory data (ωB97M-V with the def2-TZVPD basis set) for a 8-piece molecular cluster, C6H23O9 overall.

Structure (ORCA input):
```
! RIJCOSX wB97M-V def2-TZVPD def2/J DEFGRID3
* xyz -1 1
H 0.376 3.989 1.146
H 1.607 -2.934 -0.441
H -3.308 0.370 -0.580
H -2.110 -0.562 -3.639
H -0.025 0.813 -2.024
O -2.969 1.109 -1.086
O -2.057 -1.513 -3.677
H -0.838 -0.995 0.059
C 0.546 -3.207 -0.399
H -1.345 -1.804 -3.110
H -2.240 0.684 3.087
O 4.141 0.208 0.176
H 1.562 3.116 1.339
H 4.035 -0.262 1.000
H 0.077 -2.714 -1.251
C -1.264 0.260 2.825
H -2.271 1.551 -0.579
H -2.425 -1.362 1.942
H 0.441 -4.282 -0.541
H -1.236 -1.926 3.024
H -0.045 -3.412 1.719
H 0.350 1.439 -0.377
C -0.655 1.330 1.936
C -0.010 -2.694 0.918
O -0.058 2.294 2.447
H 3.588 0.997 0.199
H 2.088 0.681 -2.262
C -1.377 -1.174 2.242
O 1.167 1.594 -0.934
O 1.310 3.939 0.920
O -0.740 0.268 -2.398
H 3.483 0.706 -1.737
H 1.085 2.559 -0.811
H -1.618 0.347 -1.981
C -0.649 -1.523 0.977
H -0.696 0.158 3.746
O 3.011 0.709 -2.574
O -0.928 1.244 0.696
*
```

The calculation puts the HOMO-LUMO gap at 9.18 eV.

Density functional theory data (ωB97M-V with the def2-TZVPD basis set) for C25H14AsCl2N5O6S4Tc as an isolated structure.

Structure (ORCA input):
```
! RIJCOSX wB97M-V def2-TZVPD def2/J DEFGRID3
* xyz 1 1
Cl 5.655 3.263 0.687
C -0.663 -3.441 -2.292
H -0.438 -2.409 -5.521
C -1.001 -2.169 -0.194
O -0.259 -0.521 3.719
C -0.770 -1.166 -3.816
H -0.610 -4.325 -1.672
O -0.714 -0.027 -5.816
C -3.131 2.068 -0.961
C 1.359 -1.769 2.479
H -4.761 2.793 -2.121
C -0.885 -2.208 -1.680
H 2.976 0.226 3.346
C -3.703 2.883 -1.919
C 2.851 -3.926 1.870
N -0.831 0.072 -4.620
C 3.073 2.695 0.333
N 0.636 0.512 1.863
C 1.559 -2.718 3.467
S -6.265 1.842 5.727
Cl 5.549 1.311 3.168
H 3.118 3.402 -0.476
N -1.818 2.134 -0.682
C 1.895 2.016 0.651
C -0.940 -1.059 -2.451
O -1.472 -0.997 0.325
O -1.005 1.117 -4.015
S -3.758 -0.112 4.689
N 0.630 2.122 0.079
N 1.850 -1.848 1.243
H 3.459 -4.770 1.579
C 2.332 -3.825 3.148
H -3.709 1.341 -0.410
H 2.523 -4.592 3.885
C -1.558 3.858 -2.312
H -0.878 4.532 -2.814
C 4.197 2.448 1.093
O -0.747 -3.092 0.521
H -3.344 4.443 -3.350
O 1.200 3.688 -1.538
C -0.557 -2.375 -4.448
H 1.118 -2.584 4.444
Tc -0.783 0.777 0.564
H 2.968 -2.973 -0.059
C 4.157 1.563 2.189
C 1.876 1.092 1.689
C -1.055 3.009 -1.354
S -2.429 1.125 2.043
C 2.579 -2.917 0.951
S -2.936 -0.632 2.884
C 0.507 -0.577 2.798
C -2.912 3.794 -2.600
As -5.560 1.102 4.009
C -0.506 -3.523 -3.666
C 2.998 0.894 2.497
H -0.338 -4.482 -4.136
C 0.390 2.996 -0.981
H -1.122 -0.079 -2.033
*
```

The calculation puts the HOMO-LUMO gap (spin up / spin down) at 5.33 / 5.33 eV.

Density functional theory data (ωB97M-V with the def2-TZVPD basis set) for an isolated ion of composition C4H11N2O and charge +1.

Structure (ORCA input):
```
! RIJCOSX wB97M-V def2-TZVPD def2/J DEFGRID3
* xyz 1 1
H 1.542 -1.960 0.605
H -0.551 -1.216 -1.593
C 0.542 -1.168 -1.174
C 0.562 -1.780 0.294
H -1.092 2.302 -1.158
H 0.938 2.838 0.778
N -0.111 -0.697 1.207
H 0.025 -2.750 0.333
H -1.789 1.550 0.042
H -1.099 -0.653 1.033
H -1.551 0.652 -1.202
H 0.057 -0.582 2.218
O 1.034 0.202 -0.962
N 1.108 1.882 0.412
C -1.039 1.391 -0.643
C 0.319 1.063 -0.271
H 2.060 1.597 0.366
H 1.269 -1.702 -1.807
*
```

The calculation puts the HOMO-LUMO gap at 10.77 eV.

Density functional theory data (ωB97M-V with the def2-TZVPD basis set) for C28H45FGe2N3S4SbTc as an isolated structure.

Structure (ORCA input):
```
! RIJCOSX wB97M-V def2-TZVPD def2/J DEFGRID3
* xyz 3 1
H 1.207 3.756 -1.853
C 1.148 1.445 1.001
N -2.922 3.408 -2.110
H 1.252 -4.747 2.858
H 0.517 0.694 1.533
H 1.885 -3.939 -0.154
C -0.322 -1.231 3.784
H -0.063 2.574 6.448
S 2.283 1.103 -1.905
H -4.606 4.437 -1.423
H -1.222 -3.907 -0.436
H -2.558 -0.026 1.684
S 2.721 -2.275 -2.600
C 3.111 -3.803 1.651
C -0.412 -6.026 5.485
C 0.507 4.405 -1.331
H 1.095 -6.806 4.168
H 3.154 3.221 0.721
C -1.133 -3.770 5.053
H -4.235 1.836 -1.507
C 3.064 0.055 1.907
C -0.230 -3.675 3.988
H -1.521 1.690 6.029
H 4.784 -1.019 2.688
H -2.219 1.717 1.702
H 4.079 -3.713 1.153
C -0.443 1.733 5.869
C 2.598 1.240 1.350
H 5.556 2.935 1.295
H -0.480 -6.935 6.071
C 2.027 -3.271 0.698
H -4.475 1.207 2.772
H 2.307 -2.298 0.308
N -0.824 4.372 -1.958
C -0.068 1.941 4.384
H 0.005 0.828 6.280
H 0.446 4.117 -0.282
H -1.923 1.580 -0.910
C 5.271 0.938 1.996
H -0.132 5.535 -3.554
C -3.713 4.653 -2.006
S -0.124 -1.049 -0.464
H 0.821 2.458 1.238
H -3.696 0.201 3.981
C -2.384 0.837 2.327
Ge 0.209 -2.976 1.338
H -0.483 2.865 3.985
H 1.014 1.960 4.240
H -1.528 -5.460 2.228
H -2.189 -3.369 0.938
H -1.815 5.041 -3.712
C -1.219 -4.935 5.795
H -3.388 1.942 3.943
Sb 0.896 -2.676 -3.729
H -1.370 6.343 -2.584
C 0.545 -4.790 3.672
H 0.887 5.420 -1.378
H -3.047 1.397 -2.769
C -3.692 2.185 -2.389
C -1.382 -5.399 1.151
H -4.422 2.410 -3.160
Tc 0.461 1.075 -0.977
C 0.468 -5.957 4.417
H -2.234 -5.887 0.672
Ge -0.770 0.533 3.307
C -1.639 3.350 -1.765
C -3.545 1.059 3.321
F 6.554 0.794 2.313
C -0.136 -2.420 3.191
N -1.153 2.197 -1.176
H -0.490 -5.975 0.894
C 3.502 2.278 1.139
C -1.306 -3.942 0.650
H 3.169 -3.240 2.585
H -0.351 -1.259 4.878
C 4.404 -0.108 2.237
C -1.063 5.390 -3.011
H -4.019 5.015 -2.985
H -1.796 -2.941 5.282
H 2.988 -4.856 1.894
H 2.371 -0.752 2.104
H -1.924 -4.998 6.616
H -3.148 5.425 -1.491
C 4.843 2.135 1.452
S -0.931 -1.846 -2.172
*
```

The calculation puts the HOMO-LUMO gap at 5.89 eV.

Density functional theory data (ωB97M-V with the def2-TZVPD basis set) for a 2-piece molecular cluster, C5H8O2 overall.

Structure (ORCA input):
```
! RIJCOSX wB97M-V def2-TZVPD def2/J DEFGRID3
* xyz 0 1
H -2.366 1.312 0.559
O 1.045 -0.027 -1.781
H -2.419 -1.248 0.629
H 1.100 0.910 -2.035
O 2.840 0.585 -0.559
H 2.000 -1.280 -0.546
C -1.595 0.766 0.019
C 2.035 -0.241 -0.897
C -1.624 -0.762 0.066
H -1.286 1.230 -0.916
C 0.430 0.013 1.608
H 0.916 0.940 1.902
C -0.612 0.006 0.799
H 0.856 -0.914 1.988
H -1.319 -1.288 -0.837
*
```

The calculation puts the HOMO-LUMO gap at 10.60 eV.

Density functional theory data (ωB97M-V with the def2-TZVPD basis set) for C2H2FLu as an isolated structure.

Structure (ORCA input):
```
! RIJCOSX wB97M-V def2-TZVPD def2/J DEFGRID3
* xyz 2 1
H -1.060 -1.195 -0.585
C -0.043 0.567 0.277
Lu -1.049 2.671 0.109
H 1.402 -0.015 0.086
F 1.235 -1.388 -0.039
C -0.485 -0.640 0.151
*
```

The calculation puts the HOMO-LUMO gap (spin up / spin down) at 5.63 / 5.63 eV.

Density functional theory data (ωB97M-V with the def2-TZVPD basis set) for a 4-piece molecular cluster, H10NO3 overall.

Structure (ORCA input):
```
! RIJCOSX wB97M-V def2-TZVPD def2/J DEFGRID3
* xyz 1 1
H -1.881 0.933 -0.635
O 1.172 -2.618 -0.705
N -1.345 0.677 0.192
H 1.736 -1.862 -0.897
H -0.703 2.096 2.966
O 0.244 0.209 -1.939
H -1.918 0.253 0.912
O 0.037 1.799 2.430
H 0.678 1.345 2.985
H -0.962 1.587 0.523
H 0.642 -0.559 -1.523
H -0.612 -0.049 0.033
H -0.278 -0.085 -2.696
H 1.389 -3.372 -1.260
*
```

The calculation puts the HOMO-LUMO gap at 11.71 eV.

Density functional theory data (ωB97M-V with the def2-TZVPD basis set) for a 3-piece molecular cluster, C4H17N11 overall.

Structure (ORCA input):
```
! RIJCOSX wB97M-V def2-TZVPD def2/J DEFGRID3
* xyz 2 1
H 2.029 3.485 0.440
H 1.066 -2.183 -1.841
H 1.414 -3.441 -0.989
N -4.301 -0.113 -0.356
N 2.059 2.562 0.763
H -2.426 1.955 -0.832
H 2.932 2.380 1.335
H 3.878 -2.106 0.402
N 0.006 2.065 -0.300
H 2.228 2.232 -1.984
H 2.202 0.082 2.472
N 3.079 -1.597 0.783
C 1.452 1.591 -0.104
H -4.305 -1.012 -0.846
C -0.815 0.989 -0.271
H -0.650 -0.833 0.709
C 1.262 0.118 0.481
N 0.988 -2.571 -0.926
H -3.327 0.439 -0.356
N 1.310 0.056 1.966
N 2.021 1.418 -1.466
N 2.823 -0.625 -1.226
H -5.036 0.476 -0.859
H 0.567 0.685 2.367
H 2.932 -1.914 1.641
N 2.522 0.363 -1.900
H -4.618 -0.227 0.576
H 0.104 -2.610 -0.598
C 2.235 -0.857 -0.028
N -0.146 -0.162 0.170
N -2.036 1.012 -0.639
H -0.058 2.882 -1.022
*
```

The calculation puts the HOMO-LUMO gap at 8.70 eV.

| no. | molar mass (g/mol) |
| --- | --- |
| 1 | 323.7 |
| 2 | 110.2 |
| 3 | 1237.0 |
| 4 | 421.5 |
| 5 | 77.0 |
| 6 | 84.1 |
| 7 | 239.2 |
| 8 | 852.5 |
| 9 | 103.1 |
| 10 | 935.9 |
| 11 | 100.1 |
| 12 | 220.0 |
| 13 | 72.1 |
| 14 | 219.3 |